(1)
A structure of composition C56H59N7O2PTi at a distorted geometry. Source: OMol25; level of theory: ωB97M-V with the def2-TZVPD basis set.

Each line ends with the Löwdin charge.
CARTESIAN COORDINATES (ANGSTROEM)
H -5.96 2.98 -1.38  0.11
C -2.86 1.61 -0.77  -0.08
C 2.65 0.04 4.02  -0.03
H -0.57 -1.32 4.18  0.11
C 1.92 -4.06 3.12  -0.06
C 0.88 -2.73 4.83  -0.08
C -2.88 -2.45 -3.99  0.01
C 1.80 -3.71 4.46  -0.08
C -4.04 -2.52 2.85  -0.06
N -0.86 -1.88 -2.85  0.06
H 3.59 -0.49 3.87  0.12
C 1.30 3.73 2.16  -0.07
C -0.17 -2.24 -3.92  -0.10
H 1.48 -4.07 -2.03  0.05
H 0.78 -2.44 5.87  0.11
H 4.63 -3.02 -3.84  0.09
C 1.82 4.99 1.88  -0.06
C 0.19 -2.48 2.53  -0.25
H -4.13 4.53 2.65  0.11
C 3.63 -3.70 -2.02  -0.35
C 0.09 -2.12 3.87  -0.07
P -0.32 1.43 1.60  1.14
H 1.17 -3.78 1.14  0.08
C -2.68 -2.56 2.79  0.00
C -2.78 -1.63 0.53  -0.22
C 0.07 3.79 0.11  -0.13
N -2.90 -1.77 -1.71  0.09
H -0.58 3.31 -0.61  0.07
H 1.60 3.24 3.08  0.10
H -2.50 3.56 -2.51  0.10
C -4.66 0.87 -2.46  0.02
C 0.42 3.11 1.28  -0.36
C 3.28 -1.18 -1.32  -0.16
C -0.77 -2.72 -5.07  -0.03
H -4.77 -1.28 -0.23  0.09
N -0.65 -1.90 1.52  0.08
C -2.19 -2.01 -2.86  -0.32
H 0.91 -2.14 -3.85  0.10
H -2.74 0.72 -0.17  0.08
H -4.07 1.26 -3.28  0.11
C 0.26 1.39 4.39  -0.10
C 1.11 -3.46 2.17  -0.01
H -4.42 -0.17 -2.30  0.06
H 2.63 -4.82 2.82  0.11
H 0.88 0.11 -3.16  0.05
C 0.58 5.05 -0.17  -0.07
C -3.94 1.27 3.55  -0.07
H 0.29 5.55 -1.09  0.11
H -3.96 -2.54 -3.95  0.11
C -2.49 3.22 2.21  -0.10
H 4.55 2.01 -1.72  0.12
C -3.74 3.52 2.74  -0.08
C -1.81 2.75 -2.70  -0.09
H 0.74 1.37 6.48  0.11
C 4.05 0.02 -1.25  -0.15
C 0.01 1.86 -3.93  -0.07
C 1.87 0.36 2.92  -0.33
H 4.48 -4.36 -1.84  0.12
H 2.93 -2.56 -3.74  0.05
N 1.84 -1.21 -1.41  0.02
N 2.27 0.01 1.62  0.13
C 3.69 1.36 -1.88  -0.35
H 4.55 0.82 -3.81  0.09
C 5.96 -1.25 -0.45  -0.08
H -4.49 0.50 4.08  0.11
H -0.96 3.73 -4.41  0.11
C 5.36 -0.06 -0.79  -0.05
H 0.72 1.90 -4.75  0.11
C -1.79 1.63 -1.84  -0.27
C -4.47 2.55 3.41  -0.08
C -4.20 -1.59 0.64  -0.04
C -1.95 1.94 2.34  -0.37
H 3.37 -4.25 -4.12  0.08
H 2.49 -5.50 -2.14  0.09
C 0.09 0.82 -3.01  -0.15
C 3.99 -2.41 -1.27  -0.13
H 5.93 0.86 -0.70  0.11
C -2.16 -2.81 -5.11  -0.04
H -5.90 -1.93 1.87  0.11
H 2.86 0.13 6.15  0.11
H -5.44 2.79 3.83  0.11
H 2.51 5.45 2.57  0.11
H 3.16 -0.47 1.59  0.10
H 2.43 -4.18 5.21  0.11
H -2.13 -3.01 3.59  0.11
C 2.24 0.39 5.29  -0.08
H 1.64 1.48 -1.16  0.03
H -2.66 -3.18 -5.99  0.12
C 3.64 -3.37 -3.52  -0.05
N -2.14 -1.58 -0.66  -0.08
H -0.16 -3.01 -5.92  0.11
H 2.78 2.57 -0.36  0.08
C -4.88 3.03 -1.35  0.01
H 2.85 0.37 -3.64  0.06
H 2.30 -4.68 -0.59  0.07
H 2.21 2.92 -1.98  0.09
H -0.67 1.93 4.55  0.11
Ti -0.17 -1.13 -0.68  1.07
H -1.93 4.01 1.72  0.10
C -0.78 0.65 -1.91  -0.14
O 0.29 -2.89 -0.85  -0.23
C 2.50 2.11 -1.31  -0.07
H -4.52 3.47 -2.27  0.09
C 0.64 1.02 3.10  -0.35
H -2.78 2.47 -0.11  0.09
C 3.58 1.14 -3.40  -0.04
C -2.69 0.98 3.02  -0.10
N -4.34 1.65 -1.23  -0.14
H 6.97 -1.28 -0.04  0.11
C -0.93 2.87 -3.75  -0.07
H 2.27 0.77 0.96  0.05
H 5.81 -3.37 -0.67  0.11
H -2.28 -0.01 3.16  0.08
C -1.96 -1.99 1.66  -0.23
O 1.39 -2.12 -0.39  -0.30
H -4.83 1.20 -0.46  0.16
C 1.05 1.08 5.49  -0.08
C -4.82 -1.97 1.78  -0.07
C 1.46 5.65 0.71  -0.07
H -4.54 -2.93 3.72  0.12
H -4.56 3.63 -0.50  0.10
H -5.72 0.99 -2.68  0.11
H 3.30 2.07 -3.91  0.08
H 1.87 6.63 0.49  0.11
C 2.39 -4.52 -1.67  -0.06
C 5.29 -2.42 -0.76  -0.05

Output
Energy above the lowest of the compared OMol25 structures with the same formula, charge and spin (eV): 2.9420
Total charge: +1
E_LUMO (spin up / spin down) (eV): -3.966 / -3.708

(2)
A structure of composition C56H60F6N5O11PS2SiTeTi at a distorted geometry. Source: OMol25; level of theory: ωB97M-V with the def2-TZVPD basis set.

Each line ends with the Löwdin charge.
CARTESIAN COORDINATES (ANGSTROEM)
H -6.56 -0.09 4.92  0.07
H 0.49 4.76 0.87  0.10
C -1.93 2.66 -0.20  -0.09
H -2.48 5.51 -3.93  0.10
N 1.82 -2.64 -2.16  -0.33
H -1.16 6.43 0.07  0.09
H 1.80 5.55 -3.95  0.09
C -0.72 3.08 0.36  -0.23
H -0.20 -1.01 6.34  0.10
H 4.39 -0.53 -4.58  0.10
H 0.25 1.66 -6.11  0.11
C -4.26 -0.16 -5.39  -0.10
H -6.49 -6.64 -1.73  0.07
H 2.14 1.41 -7.66  0.09
C -5.95 -5.20 -0.23  -0.28
C 2.32 2.71 -0.70  -0.17
S 2.67 -1.88 -1.15  0.58
H -4.78 -2.87 3.35  0.04
H 2.02 1.80 -1.22  0.05
C -3.04 -0.51 -5.96  -0.09
H 4.07 -0.65 6.09  0.10
H 3.58 0.31 1.17  0.14
H -2.67 1.85 2.22  0.07
O -0.21 -1.78 -3.41  -0.41
C -4.28 0.47 -4.15  -0.10
H -5.94 0.19 -1.11  0.04
Ti 0.13 -0.30 -0.17  0.87
C -0.31 2.91 -3.48  -0.18
H -3.02 -1.03 -6.91  0.09
C -7.34 0.17 0.49  -0.29
H 3.42 2.79 -0.75  0.08
H -2.35 0.35 3.11  0.04
F -1.38 -4.50 -2.58  0.12
H -5.16 -0.46 3.88  0.01
O 2.04 -0.69 -0.54  -0.42
C 0.53 -0.63 4.37  0.02
C -8.61 0.69 0.72  -0.04
C -1.88 -2.89 2.51  -0.57
H -6.93 -1.27 -1.05  0.08
C -6.95 -0.18 -0.92  -0.08
C 3.12 0.07 2.11  -0.18
O -1.55 -0.85 -0.34  -0.26
C 2.94 -0.39 4.26  -0.20
C 1.23 0.70 -4.46  -0.22
H -4.10 -1.22 -1.49  0.00
H -6.13 -4.01 3.54  0.07
C 0.86 5.01 -3.85  -0.10
H -0.96 -4.69 3.21  0.07
H 1.99 -1.00 7.42  0.09
P 0.42 1.81 1.08  0.83
H 1.89 3.57 -1.22  0.06
C -3.09 0.74 -3.50  -0.10
O 0.08 0.61 -1.73  -0.38
H -5.78 -7.34 -0.27  0.07
H -2.45 3.09 -3.55  0.08
C 1.70 3.07 3.17  -0.13
F 1.90 -3.78 0.64  0.14
S 0.15 -2.30 -2.08  1.00
H 2.50 -0.26 -3.05  0.05
C -0.46 4.44 0.45  -0.07
H 0.18 -3.51 2.51  0.06
Te -4.33 -0.74 1.25  1.57
C -5.63 -3.53 1.51  -0.28
H -0.35 6.77 -4.12  0.09
C -5.98 0.24 4.06  -0.10
H 1.82 3.12 -3.60  0.10
C -6.86 0.36 2.83  -0.32
C 3.49 -0.05 -4.92  -0.07
H -7.65 0.24 -1.64  0.07
H 4.23 0.31 -6.91  0.09
C -1.89 1.24 2.68  -0.19
F 3.50 -2.52 1.34  0.11
C -1.53 4.99 -3.83  -0.10
Si -0.23 0.99 -3.27  0.57
C -9.03 1.06 1.99  -0.29
H -5.19 -0.39 -5.90  0.09
H -6.49 -5.46 1.83  0.11
C 2.41 0.10 -4.06  -0.07
H -4.91 -2.20 -2.73  0.08
C 3.09 -0.62 5.62  -0.04
C -6.06 -4.78 1.09  -0.03
C 0.87 3.64 -3.63  -0.11
C -1.85 0.44 -4.08  -0.21
C -8.14 0.87 3.04  -0.04
H -5.24 -4.64 -2.17  0.12
H 4.84 -0.08 3.34  0.15
H 1.74 4.11 2.84  0.07
C -0.34 5.70 -3.94  -0.11
H -3.32 5.67 -0.86  0.09
H 2.65 2.60 2.91  0.07
O 4.04 -1.66 -1.53  -0.28
C -5.75 -3.16 2.96  -0.07
C 1.16 1.17 -5.77  -0.11
C -0.10 -4.14 -2.43  -0.70
N 1.85 -0.10 2.29  0.09
H -10.61 1.73 3.29  0.06
H -3.11 1.18 -2.51  0.10
C -4.29 -2.23 -1.84  -0.08
H -6.44 -2.32 3.07  0.06
H 1.56 3.03 4.25  0.09
H -5.54 1.22 4.30  0.08
H -0.86 -4.44 1.43  0.07
O 0.60 2.39 2.61  -0.32
C -1.86 -0.21 -5.31  -0.09
O -2.56 -2.80 3.54  -0.05
O 1.93 2.70 0.65  -0.40
C -1.38 5.37 0.00  -0.09
C -0.81 -3.97 2.41  0.00
N 3.84 -0.09 3.26  0.13
C -6.44 -6.56 -0.64  -0.07
H -11.17 1.04 1.76  0.07
F 0.51 -4.45 -3.58  0.10
H -7.44 -6.75 -0.24  0.07
C -5.37 -4.33 -1.13  -0.02
N -2.09 -2.03 1.50  -0.02
H -2.12 1.60 -0.28  0.08
H -3.33 -2.66 -2.10  0.07
O -1.40 -3.08 -0.42  -0.17
F 0.43 -4.92 -1.48  0.11
C 1.93 -0.83 6.35  -0.11
C -2.87 3.59 -0.61  -0.09
H -1.42 1.83 3.47  0.08
H -0.91 -0.49 -5.75  0.09
H -3.83 3.25 -1.00  0.11
C 3.39 0.42 -6.23  -0.11
H -5.22 0.72 -3.70  0.10
C 0.67 -0.84 5.73  -0.08
C -10.40 1.65 2.22  -0.07
N -1.27 -2.03 0.37  -0.52
C 2.97 -3.11 0.26  -0.63
F 3.88 -4.00 -0.16  0.11
H -8.45 1.15 4.04  0.11
C -1.51 3.62 -3.60  -0.09
O 0.09 -1.85 0.71  -0.23
C -5.08 -2.64 0.57  -0.34
C -6.43 -0.01 1.55  -0.33
C -2.59 4.94 -0.52  -0.11
H -0.44 -0.66 3.88  0.10
O -0.93 0.83 1.73  -0.45
C 1.68 -0.39 3.63  -0.20
H -10.46 2.65 1.78  0.07
H -9.29 0.84 -0.12  0.11
C 2.22 1.04 -6.65  -0.10
C -4.92 -3.06 -0.76  -0.30

Output
Energy above the lowest of the compared OMol25 structures with the same formula, charge and spin (eV): 1.1853
Total charge: -2
E_LUMO (eV): 3.785